(1)
Below is a molecular structure, C12H13N2O2SSbSe4V, with properties calculated with ωB97M-V/def2-TZVPD.

Results
HOMO (alpha / beta)	-7.7 / -7.8	eV
multiplicity	4
frontier orbital gap (alpha / beta)	0.228 / 0.211	Ha
energy relative to the best compared isomer or geometry (same formula, charge and spin)	21.6	kcal per mole

Each line ends with the Mulliken spin population.
Element x y z (Å)
Sb: 0.453 3.336 -2.639  -0.023
Se: -1.207 4.938 -3.075  -0.006
Se: 1.372 1.796 -4.366  0.712
Se: 2.795 3.907 -2.168  0.383
Se: -0.605 1.929 -0.695  -0.135
V: -0.344 -0.204 0.244  2.112
S: -1.704 0.182 2.104  -0.008
O: 1.402 -0.760 -1.229  -0.002
O: 1.607 -0.484 0.953  -0.014
N: -1.849 -1.540 -0.422  0.015
N: 3.428 0.793 -1.915  -0.001
C: -1.577 -3.664 0.680  -0.007
C: -1.662 -2.251 0.724  -0.064
C: 3.215 0.595 -0.461  0.003
C: -1.100 -2.328 3.053  0.027
C: -0.984 -3.724 3.004  -0.002
C: 2.013 -0.303 -0.239  -0.001
C: -2.043 -2.133 -1.592  0.007
C: -1.871 -4.286 -0.559  0.003
C: -2.083 -1.269 -2.814  -0.004
C: -1.244 -4.399 1.833  0.005
C: -1.481 -1.551 1.956  0.010
C: -2.146 -3.542 -1.673  -0.010
H: -1.198 -5.478 1.779  0.000
H: -0.711 -4.262 3.902  0.000
H: 3.443 1.825 -2.136  -0.009
H: -1.865 -5.369 -0.604  0.000
H: -2.454 -0.279 -2.565  0.001
H: 2.603 0.429 -2.420  0.001
H: -1.067 -1.151 -3.201  0.008
H: 3.006 1.561 -0.007  -0.001
H: -2.693 -1.720 -3.595  -0.001
H: 4.103 0.163 -0.006  0.000
H: -2.368 -3.999 -2.626  0.000
H: -0.933 -1.817 3.992  -0.001
H: 4.255 0.333 -2.281  -0.002

=====

(2)
Below is a molecular structure, C12H13N3O3S2, with properties calculated with ωB97M-V/def2-TZVPD.

Results
HOMO	-9.1	eV
multiplicity	1
frontier orbital gap	0.337	Ha
energy relative to the best compared isomer or geometry (same formula, charge and spin)	234.3	kcal per mole

Each line ends with the natural charge from an NBO analysis.
Element x y z (Å)
S: -3.020 1.549 -0.693  0.292
S: 1.441 1.627 -0.715  2.231
O: 2.632 2.216 -1.390  -0.960
O: 0.243 1.520 -1.497  -0.940
O: 0.315 4.783 0.477  -0.479
N: -1.830 -0.492 0.781  -0.284
N: -1.077 3.028 0.354  -0.659
N: -1.098 0.779 0.742  -0.378
C: -2.824 -0.318 -0.081  0.204
C: 1.620 -2.330 -0.266  -0.214
C: 1.197 -1.022 -0.442  -0.126
C: -1.635 1.820 0.191  0.208
C: 2.174 0.119 -0.468  -0.363
C: 3.280 -0.078 0.286  -0.213
C: -3.646 -1.507 -0.707  -0.426
C: 2.821 -2.384 0.507  -0.127
C: -3.112 -2.687 0.000  -0.592
C: 0.116 3.706 0.616  0.817
C: 1.207 2.249 0.701  -0.933
C: 3.775 -1.271 0.547  -0.246
H: -2.024 -2.797 -0.535  0.204
H: -1.707 3.762 0.108  0.400
H: 0.836 1.726 1.492  0.302
H: 3.974 0.912 -0.049  0.254
H: -2.920 -2.709 0.993  0.238
H: 1.055 -3.018 -0.318  0.176
H: -3.795 -3.501 -0.422  0.219
H: -4.701 -1.162 -0.275  0.208
H: 3.291 -3.644 0.649  0.202
H: 0.166 -0.952 -0.866  0.229
H: 2.117 2.837 1.020  0.294
H: -3.728 -1.272 -1.624  0.221
H: 4.857 -1.491 0.884  0.239

=====

(3)
Below is a single C12H13NO2 molecule, with properties calculated with ωB97M-V/def2-TZVPD.

Results
HOMO	-8.3	eV
multiplicity	1
frontier orbital gap	0.327	Ha
energy relative to the best compared isomer or geometry (same formula, charge and spin)	136.2	kcal per mole

Each line ends with the natural charge from an NBO analysis.
Element x y z (Å)
O: 3.429 1.391 0.312  -0.503
O: -0.774 1.382 -1.471  -0.646
N: -0.266 -0.206 0.116  -0.385
C: 3.711 -0.824 -0.684  -0.383
C: -1.849 -1.525 1.220  -0.303
C: -2.880 -0.753 0.569  -0.151
C: 1.242 -0.233 -0.451  -0.154
C: 2.574 2.012 1.239  -0.248
C: 2.775 -1.884 -1.160  -0.187
C: -1.126 0.601 -0.591  0.599
C: 3.046 0.146 -0.132  0.404
C: 1.466 -1.605 -1.045  -0.255
C: -3.530 1.070 -0.999  -0.631
C: -0.560 -1.179 0.975  0.038
C: -2.492 0.292 -0.269  -0.094
H: -2.212 -2.264 1.902  0.222
H: -3.901 -1.013 0.909  0.220
H: -4.335 0.515 -1.217  0.208
H: 4.841 -0.780 -0.672  0.249
H: -3.832 1.924 -0.501  0.216
H: 2.996 2.956 1.385  0.205
H: 2.355 1.292 2.023  0.185
H: 3.278 -2.766 -1.639  0.223
H: 1.651 2.310 0.809  0.182
H: -3.072 1.448 -1.868  0.242
H: 0.206 -1.609 1.656  0.226
H: 0.566 -2.277 -1.144  0.233
H: 1.246 0.653 -1.182  0.287

=====

(4)
Below is a molecular structure, C12H13NPTl, with properties calculated with ωB97M-V/def2-TZVPD.

Results
HOMO	-7.4	eV
multiplicity	1
frontier orbital gap	0.268	Ha

Each line ends with the natural charge from an NBO analysis.
Element x y z (Å)
Tl: 1.192 -1.746 -0.582  0.690
P: -1.266 1.038 -1.387  0.031
N: 2.013 1.230 -0.516  -0.354
C: 4.671 5.206 -1.239  -0.208
C: -0.558 -1.225 1.469  -0.407
C: 2.417 2.335 -0.521  0.331
C: -0.931 -3.126 0.191  -0.348
C: 0.005 -3.413 1.172  -0.383
C: 4.065 6.208 -0.473  -0.184
C: 0.220 -2.331 1.968  -0.310
C: 2.937 5.901 0.299  -0.205
C: 2.389 4.618 0.291  -0.160
C: 2.992 3.646 -0.503  -0.183
C: 4.144 3.920 -1.259  -0.161
C: -1.337 -1.811 0.302  -0.401
H: 1.510 4.343 0.878  0.234
H: 2.476 6.653 0.924  0.224
H: -1.810 2.116 -0.643  -0.001
H: -1.801 -1.746 -0.673  0.248
H: 4.481 7.225 -0.466  0.226
H: -0.744 1.939 -2.346  -0.014
H: -2.512 0.971 -2.111  -0.003
H: 0.643 -4.171 1.015  0.202
H: -1.141 -3.762 -0.632  0.213
H: 4.591 3.105 -1.850  0.234
H: 5.568 5.412 -1.823  0.225
H: 0.868 -2.333 2.795  0.216
H: -0.186 -0.324 2.035  0.247

=====

(5)
Below is a molecular structure, C12H13NPTm, with properties calculated with ωB97M-V/def2-TZVPD.

Results
HOMO (alpha / beta)	-4.8 / -7.0	eV
multiplicity	3
frontier orbital gap (alpha / beta)	0.131 / 0.217	Ha
energy relative to the best compared isomer or geometry (same formula, charge and spin)	0.0	kcal per mole

Each line ends with the Mulliken spin population.
Element x y z (Å)
Tm: 0.550 -0.808 -1.566  1.085
P: -0.114 -3.369 -1.763  -0.007
N: -0.025 0.157 0.226  0.148
C: 1.261 -0.100 3.472  0.246
C: -0.366 2.653 -3.825  0.004
C: -1.202 0.310 3.493  0.236
C: 1.234 -0.270 4.866  -0.134
C: 0.024 0.113 2.781  -0.032
C: -1.214 1.571 -4.112  -0.003
C: 0.948 2.167 -3.864  -0.003
C: -0.012 0.174 1.412  0.222
C: 0.982 0.724 -4.144  0.003
C: -0.482 0.314 -4.291  -0.006
C: -1.210 0.141 4.879  -0.122
C: -0.012 -0.176 5.533  0.306
H: -0.663 3.672 -3.567  0.000
H: 2.165 -0.438 5.393  -0.008
H: -2.298 1.705 -4.364  0.001
H: -0.201 -3.653 -0.291  -0.001
H: 2.205 -0.081 2.920  0.022
H: -1.351 -3.906 -2.440  0.000
H: 1.854 2.828 -3.830  -0.001
H: 1.808 0.153 -4.625  0.002
H: -2.090 0.631 2.942  0.020
H: 1.181 -3.975 -2.271  0.001
H: -2.155 0.289 5.409  -0.006
H: -0.025 -0.315 6.601  0.028
H: -0.795 -0.510 -4.974  0.000

=====

(6)
Below is a molecular structure, C12H14BCoF3N6O2, with properties calculated with ωB97M-V/def2-TZVPD.

Results
total charge	+2
HOMO (alpha / beta)	-16.3 / -16.4	eV
multiplicity	4
frontier orbital gap (alpha / beta)	0.182 / 0.195	Ha
energy relative to the best compared isomer or geometry (same formula, charge and spin)	0.0	kcal per mole

Each line ends with the Mulliken spin population.
Element x y z (Å)
Co: -1.024 -0.136 0.682  2.177
F: -2.679 -4.105 1.689  0.000
F: -3.805 -3.476 -0.111  -0.001
F: -2.315 -5.096 -0.242  -0.002
O: -0.565 -2.805 -0.613  0.008
O: -2.012 -1.768 0.834  -0.043
N: -1.232 1.653 0.834  -0.045
N: -0.956 2.784 0.079  0.011
N: 1.582 1.081 -0.411  0.240
N: -0.805 1.478 -2.009  0.012
N: -0.898 0.225 -1.443  -0.101
N: 1.354 2.279 -1.050  0.090
C: 2.874 0.810 -0.463  0.089
C: 3.537 1.855 -1.149  0.304
C: -1.640 0.139 -3.564  -0.012
C: -1.981 2.032 1.906  0.008
C: -1.336 -0.613 -2.420  0.002
C: -1.293 1.448 -3.269  -0.081
C: -1.561 -2.745 0.120  -0.010
C: -2.208 3.406 1.816  0.002
C: 2.530 2.752 -1.504  0.279
C: -1.584 3.832 0.645  0.048
C: 0.461 -0.696 1.957  0.055
C: -2.586 -3.911 0.339  -0.009
B: -0.150 2.664 -1.250  -0.027
H: -0.217 3.664 -1.888  -0.001
H: 3.268 -0.099 -0.004  0.006
H: -2.067 -0.234 -4.476  0.000
H: 4.582 1.900 -1.316  -0.010
H: -1.413 -1.680 -2.280  0.001
H: -0.046 -0.421 2.889  0.001
H: 0.387 -1.756 1.712  0.020
H: 0.397 0.132 1.097  -0.017
H: 1.518 -0.551 2.204  -0.002
H: -1.522 4.819 0.204  0.001
H: 2.577 3.667 -2.050  0.001
H: -1.368 2.336 -3.873  0.000
H: -2.733 4.016 2.525  -0.001
H: -2.306 1.277 2.618  0.005

=====

(7)
Below is a single C12H14BrFN2O5 molecule, with properties calculated with ωB97M-V/def2-TZVPD.

Results
HOMO	-9.1	eV
multiplicity	1
frontier orbital gap	0.343	Ha

Each line ends with the natural charge from an NBO analysis.
Element x y z (Å)
Br: 3.008 3.609 0.106  0.100
F: -0.018 -2.285 -3.812  -0.355
O: -1.287 -0.405 -1.623  -0.528
O: 1.524 -1.631 -0.555  -0.510
O: 2.976 3.104 3.310  -0.562
O: -1.134 0.190 0.578  -0.526
O: 0.961 -0.818 3.379  -0.633
N: 2.010 1.122 3.363  -0.604
N: 1.501 -0.050 1.301  -0.441
C: 1.887 1.096 0.536  0.060
C: 0.922 -1.255 0.665  0.254
C: 2.366 2.188 1.195  -0.251
C: -1.780 1.910 -1.049  -0.635
C: -3.374 0.076 -0.385  -0.666
C: -0.828 -1.580 -0.989  0.041
C: 2.417 2.239 2.675  0.609
C: 1.441 0.075 2.692  0.789
C: 0.855 -1.693 -2.924  0.056
C: 0.505 -2.114 -1.464  0.048
C: -0.620 -1.139 0.436  0.046
C: -1.898 0.440 -0.627  0.538
H: -3.809 0.730 0.374  0.225
H: 1.910 -1.965 -3.143  0.174
H: -2.221 2.524 -0.280  0.226
H: -1.139 -1.835 1.100  0.201
H: -3.990 0.123 -1.293  0.227
H: 1.072 -2.092 1.358  0.211
H: -0.721 2.185 -1.239  0.223
H: 1.742 1.188 4.324  0.444
H: 1.852 1.092 -0.548  0.245
H: 0.765 -0.620 -3.033  0.177
H: 0.472 -3.180 -1.439  0.186
H: -1.561 -2.403 -1.062  0.190
H: -3.459 -0.914 0.053  0.213
H: -2.347 2.088 -1.978  0.227

=====

(8)
Below is a molecular structure, C12H14Cl2NOPdSSbSe4, with properties calculated with ωB97M-V/def2-TZVPD.

Results
total charge	-2
HOMO	-1.0	eV
multiplicity	1
frontier orbital gap	0.182	Ha
energy relative to the best compared isomer or geometry (same formula, charge and spin)	26.3	kcal per mole

Each line ends with the natural charge from an NBO analysis.
Element x y z (Å)
Sb: 3.963 1.777 3.314  1.104
Pd: -0.101 1.489 1.225  0.468
Se: 4.260 3.896 4.446  -0.821
Se: 5.380 1.367 1.377  -0.861
Se: 3.409 -0.163 4.666  -0.856
Se: 1.605 2.799 2.248  -0.584
Cl: -3.843 -2.479 0.259  -0.028
Cl: -0.575 0.699 3.304  0.183
S: -1.882 0.037 0.369  -0.379
O: 0.590 2.216 -0.602  -0.608
N: 1.195 0.116 -1.198  -0.591
C: 0.269 1.494 -3.846  -0.390
C: -3.080 -2.026 1.763  -0.057
C: 1.368 1.903 -2.832  -0.500
C: 1.348 -0.861 -2.261  -0.222
C: 1.027 1.422 -1.447  0.712
C: -0.622 0.339 -3.377  -0.410
C: -1.935 -1.417 4.183  -0.213
C: 0.108 -0.986 -3.162  -0.412
C: -2.788 -2.503 4.094  -0.243
C: -2.218 -0.915 1.795  -0.189
C: -1.672 -0.655 3.062  -0.071
C: -3.364 -2.806 2.869  -0.234
H: 2.335 1.490 -3.119  0.223
H: 2.225 -0.600 -2.855  0.193
H: 0.776 -0.195 -0.324  0.432
H: 1.474 2.983 -2.774  0.243
H: -1.460 -1.152 5.119  0.231
H: -0.594 -1.697 -2.722  0.219
H: 0.738 1.234 -4.799  0.192
H: -0.369 2.359 -4.036  0.209
H: 1.571 -1.816 -1.789  0.220
H: -2.997 -3.109 4.965  0.207
H: 0.429 -1.397 -4.125  0.188
H: -1.425 0.187 -4.102  0.206
H: -1.116 0.623 -2.444  0.228
H: -4.030 -3.651 2.759  0.213

=====

Electronic energy, respectively: -11913.33982 -1651.04919 -670.13837 -1033.50983 -1946.12414 -2651.19073 -3625.27140 -11888.24803 Ha.